Run one
Below is one molecule with the formula C20H30N2O3, with properties calculated with ωB97M-V/def2-TZVPD.

Structure (XYZ):
```
55
Properties=species:S:1:pos:R:3
C -2.750 -2.879 -0.669
H -2.486 -2.060 -1.332
C -3.756 -2.423 0.382
C -5.116 -2.049 -0.209
H -5.536 -2.910 -0.732
C -5.050 -0.877 -1.194
N -4.460 0.300 -0.606
C -3.244 0.763 -1.007
O -2.651 0.267 -1.949
N -2.755 1.871 -0.345
C -3.060 2.210 1.027
H -4.097 1.983 1.275
C -2.106 1.482 1.979
C -0.664 1.852 1.642
H 0.028 1.294 2.277
H -0.507 2.917 1.830
C -0.366 1.571 0.160
C 1.018 2.104 -0.165
O 1.196 3.288 -0.360
C 2.142 1.140 -0.216
C 2.105 -0.123 0.368
C 3.200 -0.970 0.307
C 4.352 -0.546 -0.362
C 4.405 0.711 -0.973
C 3.301 1.539 -0.880
H 3.318 2.518 -1.335
C 5.630 1.154 -1.715
H 6.249 1.790 -1.080
H 6.218 0.293 -2.023
H 5.350 1.730 -2.593
O 5.439 -1.401 -0.454
C 6.388 -1.233 0.576
H 6.798 -0.218 0.584
H 7.187 -1.945 0.373
H 5.953 -1.444 1.559
C 3.145 -2.325 0.947
H 3.347 -2.248 2.017
H 2.159 -2.765 0.822
H 3.887 -2.982 0.501
H 1.228 -0.461 0.899
H -0.432 0.500 -0.043
C -1.414 2.284 -0.708
H -1.258 2.034 -1.758
H -1.328 3.366 -0.577
H -2.331 1.753 3.012
H -2.244 0.404 1.869
H -2.925 3.292 1.135
H -4.954 0.726 0.157
H -4.433 -1.135 -2.056
H -6.061 -0.641 -1.546
H -5.797 -1.791 0.608
H -3.350 -1.561 0.918
H -3.907 -3.222 1.112
H -3.163 -3.691 -1.263
H -1.841 -3.235 -0.188
```

Calculated values
2S+1 = 1
orbital gap = 9.33 eV
LUMO energy = 0.536 eV

Run two
Below is one molecule with the formula C20H30N2O3, with properties calculated with ωB97M-V/def2-TZVPD.

Structure (XYZ):
```
55
Properties=species:S:1:pos:R:3
C 1.703 6.828 -1.290
H 0.795 7.358 -1.016
H 1.914 6.988 -2.345
H 2.521 7.255 -0.715
C 1.624 5.340 -0.968
N 0.713 4.568 -1.802
C 0.753 3.200 -1.716
C 1.695 2.532 -0.909
C 1.763 1.161 -0.870
C 0.895 0.371 -1.624
C -0.055 1.015 -2.418
C -0.127 2.386 -2.458
H -0.883 2.825 -3.087
H -0.743 0.425 -3.003
C 1.001 -1.085 -1.544
O 1.827 -1.677 -0.872
O 0.080 -1.717 -2.290
C 0.103 -3.140 -2.326
H 1.140 -3.494 -2.326
H -0.402 -3.421 -3.251
C -0.656 -3.754 -1.134
O -1.714 -4.332 -1.273
N -0.021 -3.583 0.033
H 0.858 -3.076 0.040
C -0.579 -3.964 1.313
C 0.325 -5.000 1.987
C -0.250 -5.418 3.336
C -0.425 -4.199 4.236
C -1.324 -3.168 3.562
C -0.754 -2.731 2.211
C -1.656 -1.693 1.549
H -1.219 -1.333 0.620
H -2.628 -2.126 1.322
H -1.802 -0.840 2.209
H 0.235 -2.284 2.373
H -1.435 -2.294 4.208
H -2.316 -3.597 3.407
H -0.859 -4.500 5.191
H 0.552 -3.753 4.437
H 0.413 -6.143 3.811
H -1.219 -5.898 3.182
H 0.425 -5.868 1.333
H 1.318 -4.566 2.128
H -1.557 -4.408 1.101
H 2.492 0.670 -0.242
H 2.380 3.083 -0.288
C -0.469 5.224 -2.323
C -1.645 5.175 -1.346
H -1.902 4.145 -1.111
H -2.514 5.662 -1.781
H -1.390 5.685 -0.419
H -0.749 4.758 -3.270
H -0.223 6.259 -2.548
H 2.626 4.927 -1.118
H 1.361 5.223 0.094
```

Calculated values
2S+1 = 1
orbital gap = 8.66 eV
LUMO energy = 0.664 eV

Which one sits at the bottom of the stability order? run one does.

Run one
Below is CH2I2O as an isolated structure, with properties calculated with ωB97M-V/def2-TZVPD.

Structure (XYZ):
```
6
Properties=species:S:1:pos:R:3
C 0.855 -0.631 0.056
O 0.463 0.781 0.571
I 1.572 -2.004 1.596
I 2.342 -0.330 -1.353
H 0.028 -0.915 -0.605
H 0.775 0.932 1.449
```

Calculated values
2S+1 = 1
orbital gap = 9.00 eV
LUMO energy = -0.432 eV

Run two
Below is CH2I2O as an isolated structure, with properties calculated with ωB97M-V/def2-TZVPD.

Structure (XYZ):
```
6
Properties=species:S:1:pos:R:3
C 0.026 -0.068 -0.204
O 0.135 0.106 1.111
I 0.655 2.118 -0.953
I -1.930 -0.522 -0.870
H 0.636 -0.933 -0.574
H 0.479 -0.701 1.490
```

Calculated values
2S+1 = 1
orbital gap = 8.47 eV
LUMO energy = -0.821 eV

Run three
Below is a 2-piece molecular cluster, CH2I2O overall, with properties calculated with ωB97M-V/def2-TZVPD.

Structure (XYZ):
```
6
Properties=species:S:1:pos:R:3
C -0.092 0.029 0.568
O -0.242 -0.277 -0.613
I -2.702 -2.629 -0.023
I 1.442 -1.355 1.639
H -0.560 0.695 1.313
H -2.801 -0.828 0.467
```

Calculated values
2S+1 = 1
orbital gap = 8.94 eV
LUMO energy = -0.790 eV

Which one sits at the bottom of the stability order? run three does.

Run one
Below is C11H14BrCl2MoN5O6 as an isolated structure, with properties calculated with ωB97M-V/def2-TZVPD.

Structure (XYZ):
```
40
Properties=species:S:1:pos:R:3
Mo 0.196 0.316 0.272
N -1.625 0.432 1.610
N -1.511 1.495 2.518
C -0.461 2.320 2.486
N -0.370 3.299 3.355
N 0.439 2.051 1.497
N 1.548 2.877 1.286
O 2.214 2.567 0.318
O 1.750 3.837 1.989
H -2.394 0.601 0.901
H -1.812 -0.422 2.130
H -2.259 1.638 3.181
H -1.058 3.433 4.081
H 0.412 3.934 3.307
C -2.343 2.080 -2.658
C -2.179 1.393 -1.352
O -3.106 0.916 -0.720
O -0.922 1.331 -0.860
H -3.090 2.869 -2.565
H -2.731 1.368 -3.388
H -1.401 2.493 -3.009
Br -0.849 -1.408 -3.357
C -0.078 -2.483 -2.005
C 0.343 -3.776 -2.282
C 0.813 -4.578 -1.254
C 0.867 -4.106 0.054
C 0.464 -2.813 0.323
C 0.013 -1.987 -0.713
C 0.547 -2.237 1.702
O 0.568 -2.854 2.713
O 0.619 -0.871 1.651
H 0.275 -4.156 -3.292
H 1.131 -5.589 -1.470
H 1.218 -4.727 0.867
H -0.626 -1.078 -0.503
Cl 2.948 -0.422 0.094
C 3.248 0.404 -1.441
Cl 1.650 0.791 -2.095
H 3.764 -0.264 -2.121
H 3.788 1.324 -1.252
```

Calculated values
2S+1 = 1
orbital gap (spin up / spin down) = 6.59 / 6.50 eV
LUMO energy (spin up / spin down) = -8.932 / -9.029 eV
total charge = +2

Run two
Below is C11H14BrCl2MoN5O6 as an isolated structure, with properties calculated with ωB97M-V/def2-TZVPD.

Structure (XYZ):
```
40
Properties=species:S:1:pos:R:3
Mo 0.557 0.090 0.120
N 2.769 0.397 -0.150
N 3.402 0.116 1.080
C 2.678 0.210 2.219
N 3.265 0.110 3.385
N 1.356 0.418 2.000
N 0.473 0.858 3.015
O -0.629 1.079 2.583
O 0.871 1.004 4.136
H 3.176 -0.237 -0.837
H 2.967 1.358 -0.432
H 4.410 0.037 1.094
H 4.263 -0.021 3.472
H 2.719 0.264 4.224
C -1.124 3.942 -0.055
C 0.112 3.229 0.341
O 1.046 3.555 0.978
O 0.134 1.834 -0.132
H -0.908 5.006 -0.109
H -1.866 3.782 0.731
H -1.521 3.566 -0.995
Br -1.452 1.255 -3.255
C -1.322 -0.571 -2.839
C -2.150 -1.484 -3.489
C -2.054 -2.832 -3.194
C -1.142 -3.293 -2.245
C -0.313 -2.388 -1.618
C -0.407 -1.017 -1.899
C 0.634 -2.835 -0.567
O 1.049 -3.903 -0.313
O 1.039 -1.680 0.185
H -2.854 -1.132 -4.231
H -2.701 -3.534 -3.702
H -1.079 -4.343 -1.992
H 0.485 -0.351 -1.752
Cl -1.710 -1.281 1.213
C -3.257 -0.392 0.930
Cl -3.968 -0.782 -0.614
H -3.032 0.667 0.981
H -3.920 -0.702 1.732
```

Calculated values
2S+1 = 1
orbital gap = 7.15 eV
LUMO energy = -8.191 eV
total charge = +2

Which one sits at the bottom of the stability order? run two does.

Run one
Below is C20H28N4O4 as an isolated structure, with properties calculated with ωB97M-V/def2-TZVPD.

Structure (XYZ):
```
56
Properties=species:S:1:pos:R:3
C -5.183 -2.163 2.114
C -6.146 -2.137 0.938
H -6.800 -1.185 1.087
H -6.849 -3.067 0.963
C -5.678 -2.211 -0.623
N -5.065 -0.878 -0.638
C -3.773 -0.700 -0.344
C -3.461 0.809 -0.855
C -2.286 1.548 -0.732
C -1.125 1.233 0.167
C -1.227 0.522 1.224
N -1.292 -0.323 1.980
C 0.047 1.954 -0.044
O 0.200 3.107 -0.699
O 0.942 1.780 0.872
C 2.111 2.462 1.106
H 2.160 3.168 0.324
C 3.321 1.551 0.666
O 4.573 2.184 0.379
N 3.011 0.349 0.542
C 3.817 -0.796 -0.074
O 3.222 -1.778 0.040
N 5.137 -0.353 -0.118
H 5.337 0.554 0.143
C 6.182 -1.232 -0.844
C 7.568 -0.582 -0.696
H 7.745 -0.365 0.281
H 8.336 -1.090 -1.032
H 7.309 0.168 -1.295
C 6.346 -2.565 0.502
H 5.381 -2.950 0.459
H 7.058 -3.248 0.005
H 6.595 -2.075 1.426
C 5.798 -2.107 -1.994
H 4.844 -2.581 -1.902
H 6.634 -2.464 -2.269
H 5.747 -1.174 -2.875
H 2.080 0.050 0.879
H 2.350 2.936 2.000
H -2.275 2.543 -1.155
C -4.612 1.292 -0.929
C -5.776 0.464 -0.787
C -7.192 0.442 -1.276
H -7.427 -0.308 -2.107
H -7.798 0.272 -0.510
H -7.180 1.444 -1.592
H -4.774 2.294 -1.273
C -2.564 -1.817 -0.321
H -2.557 -1.893 0.574
H -1.852 -1.265 -0.653
H -2.957 -2.486 -1.004
H -6.481 -2.075 -1.261
H -4.821 -2.800 -0.720
H -4.518 -3.110 2.003
H -4.507 -1.330 2.122
H -5.660 -2.132 3.217
```

Calculated values
2S+1 = 1
orbital gap = 6.95 eV
LUMO energy = -1.008 eV

Run two
Below is one molecule with the formula C20H28N4O4, with properties calculated with ωB97M-V/def2-TZVPD.

Structure (XYZ):
```
56
Properties=species:S:1:pos:R:3
C -3.377 -5.444 2.309
C -3.713 -4.010 2.759
O -4.326 -3.357 1.658
N -3.409 -2.460 1.064
C -2.369 -2.349 1.788
C -1.187 -1.533 1.481
O -0.209 -1.481 2.228
N -1.234 -0.844 0.327
C -0.174 0.029 -0.173
C -0.156 1.402 0.529
C 0.923 2.371 -0.002
C 0.718 3.803 0.549
C 1.844 4.759 0.107
C 3.241 4.173 0.419
N 3.331 2.857 -0.251
C 3.695 2.752 -1.562
O 3.184 1.924 -2.321
C 4.772 3.667 -2.113
C 5.854 4.098 -1.328
C 6.838 4.929 -1.865
C 6.771 5.326 -3.196
N 7.774 6.161 -3.691
C 5.716 4.875 -4.008
O 5.631 5.233 -5.333
C 4.735 4.045 -3.465
C 2.369 1.877 0.301
C -2.488 -3.147 3.067
C -2.638 -2.298 4.351
H -2.918 -6.014 3.117
H -4.278 -5.974 2.000
H -2.690 -5.446 1.463
H -4.418 -4.043 3.592
H -2.072 -0.951 -0.225
H 0.798 -0.463 -0.083
H -0.297 0.172 -1.249
H -1.140 1.859 0.415
H -0.017 1.256 1.602
H 0.826 2.432 -1.088
H -0.264 4.188 0.270
H 0.704 3.763 1.640
H 1.761 4.978 -0.959
H 1.730 5.719 0.612
H 4.060 4.856 0.199
H 3.340 3.993 1.491
H 5.954 3.780 -0.300
H 7.663 5.259 -1.251
H 8.245 5.698 -4.455
H 7.364 7.028 -4.005
H 4.913 4.797 -5.795
H 3.929 3.691 -4.093
H 2.526 1.802 1.378
H 2.591 0.870 -0.058
H -1.599 -3.772 3.178
H -1.767 -1.661 4.513
H -3.516 -1.651 4.306
H -2.740 -2.932 5.232
```

Calculated values
2S+1 = 1
orbital gap = 9.38 eV
LUMO energy = 0.644 eV

Which one sits at the bottom of the stability order? run one does.

Run one
Below is a 13-piece molecular cluster, C5H37N2O12 overall, with properties calculated with ωB97M-V/def2-TZVPD.

Structure (XYZ):
```
56
Properties=species:S:1:pos:R:3
C 0.121 0.358 -1.083
C -0.545 1.700 -1.261
C -0.955 2.438 0.022
N -3.080 0.144 2.138
C -2.691 1.184 1.310
C -1.395 1.470 1.087
N 1.468 0.418 -0.400
H 0.258 -0.168 -2.026
H -0.482 -0.334 -0.484
H 0.089 2.346 -1.884
H -1.422 1.520 -1.910
H -1.767 3.129 -0.209
H -0.134 3.041 0.415
H -2.400 -0.331 2.710
H -3.996 0.124 2.540
H -3.500 1.701 0.833
H -0.621 0.908 1.582
H 2.192 0.766 -1.049
H 1.475 1.026 0.435
H 1.785 -0.550 -0.136
H 0.245 -0.745 3.745
H -0.309 -1.983 4.429
O -0.456 -1.434 3.650
H 1.631 0.773 -4.271
H 1.369 1.485 -5.618
O 1.003 1.365 -4.734
H 3.582 -0.439 -3.662
H 2.249 -1.087 -3.268
O 2.710 -0.222 -3.308
H -0.510 0.514 -4.770
H -1.957 0.292 -5.333
O -1.287 -0.088 -4.754
H -0.243 -2.403 2.210
H -0.967 -2.723 0.853
O -0.163 -2.975 1.402
H 1.459 -2.483 -1.692
H 1.451 -3.378 -2.923
O 1.252 -2.464 -2.677
H -2.666 -1.240 0.540
H -2.058 -1.754 -0.829
O -2.243 -1.992 0.106
H 0.084 3.068 5.685
H -0.697 2.599 4.426
O 0.192 2.663 4.816
H -1.500 -1.386 -3.557
H -0.453 -2.246 -2.796
O -1.408 -2.025 -2.820
H 1.013 -2.593 0.582
H 2.551 -2.856 0.292
O 1.828 -2.295 -0.009
H 1.629 3.215 3.881
H 2.433 4.211 3.072
O 2.330 3.261 3.206
H 1.060 1.236 4.301
H 2.314 0.320 4.365
O 1.511 0.476 3.857
```

Calculated values
2S+1 = 1
orbital gap = 8.58 eV
LUMO energy = -2.374 eV
total charge = +1

Run two
Below is a 12-piece molecular cluster, C5H37N2O12 overall, with properties calculated with ωB97M-V/def2-TZVPD.

Structure (XYZ):
```
56
Properties=species:S:1:pos:R:3
N 2.123 1.180 -0.839
C 0.694 1.630 -0.797
C 0.257 1.967 -2.210
C -0.127 0.499 -0.180
N -1.538 0.850 -0.185
C -2.372 -0.056 0.616
C -3.840 0.283 0.419
O -4.410 -0.416 -0.714
H 2.728 1.970 -1.073
H 2.401 0.822 0.080
H 2.257 0.412 -1.581
H 0.619 2.519 -0.170
H -0.736 2.397 -2.221
H 0.936 2.654 -2.718
H 0.203 1.074 -2.818
H 0.195 0.360 0.848
H 0.077 -0.432 -0.718
H -1.871 0.813 -1.130
H -2.086 0.090 1.627
H -2.192 -1.107 0.389
H -4.414 0.062 1.326
H -3.976 1.346 0.198
H -4.540 -1.331 -0.470
H -0.800 -4.205 -0.731
H -0.684 -2.993 0.264
O -0.435 -3.331 -0.645
H 2.321 -1.748 -2.071
H 1.235 -1.031 -2.837
O 2.164 -0.913 -2.562
H -0.775 4.631 2.012
H -0.754 3.387 1.065
O -0.752 3.659 2.034
H -3.210 0.239 -3.622
H -3.485 -0.405 -2.190
O -2.836 -0.333 -2.927
H 0.949 1.190 3.161
H 0.530 2.691 2.914
O 1.265 2.114 3.248
H -0.579 -2.245 -2.141
H -1.249 -1.060 -2.907
O -0.411 -1.530 -2.776
H 1.301 -1.039 3.810
H 1.683 -0.737 2.347
O 0.930 -0.706 2.991
H 3.797 -1.174 1.445
H 2.623 -1.744 0.507
O 2.888 -1.020 1.130
H -0.344 -1.768 2.292
H -1.607 -2.668 2.538
O -0.888 -2.508 1.918
H 1.305 -3.217 -0.703
H 2.725 -3.840 -0.798
O 2.266 -2.993 -0.714
H 4.203 2.817 2.315
H 2.692 2.420 2.240
O 3.549 2.478 1.714
```

Calculated values
2S+1 = 1
orbital gap = 9.87 eV
LUMO energy = -2.366 eV
total charge = +1

Which one sits at the bottom of the stability order? run one does.

Run one
Below is a 2-piece molecular cluster, C12H19O2P overall, with properties calculated with ωB97M-V/def2-TZVPD.

Structure (XYZ):
```
34
Properties=species:S:1:pos:R:3
C 2.539 2.074 0.017
C 2.733 0.724 0.098
C 1.256 2.647 0.144
C 0.391 0.373 0.354
C 1.674 -0.143 0.364
C 0.195 1.702 0.298
C -1.234 -1.016 -2.114
C -1.412 -2.057 1.778
C 3.023 -2.055 0.149
C -1.476 3.420 0.188
C -1.182 -1.962 -0.836
C -1.502 -1.234 0.410
O 1.857 -1.444 0.555
O -1.077 2.083 0.542
P -2.702 0.126 0.589
H 3.348 2.645 -0.427
H 3.767 0.429 -0.069
H 1.168 3.677 0.233
H -0.448 -1.364 -2.787
H -0.971 -0.019 -1.882
H -2.095 -1.055 -2.645
H -0.436 -2.378 2.094
H -1.752 -1.466 2.673
H -2.092 -2.868 1.594
H 3.155 -1.707 -0.827
H 2.818 -3.097 0.154
H 3.920 -1.827 0.720
H -2.569 3.248 -0.197
H -0.926 3.833 -0.604
H -1.377 3.945 1.099
H -0.032 -2.119 -0.635
H -1.867 -2.785 -1.004
H -3.708 -0.778 0.704
H -2.985 0.447 -0.731
```

Calculated values
2S+1 = 1
orbital gap (spin up / spin down) = 8.23 / 8.23 eV
LUMO energy (spin up / spin down) = 0.376 / 0.375 eV

Run two
Below is a 2-piece molecular cluster, C12H19O2P overall, with properties calculated with ωB97M-V/def2-TZVPD.

Structure (XYZ):
```
34
Properties=species:S:1:pos:R:3
C -2.543 -1.813 -2.607
C -1.385 -1.287 -3.164
C -2.833 -1.700 -1.245
C -0.558 -0.638 -2.245
C -1.920 -1.133 -0.333
C -0.753 -0.629 -0.829
C 2.050 -3.330 1.530
C -1.492 1.997 0.780
C 0.985 2.519 1.448
C 0.231 2.526 -0.870
C 3.333 -3.428 1.372
C -0.002 1.846 0.485
O 0.242 -0.574 1.664
O 3.998 -2.787 0.385
P 0.658 0.036 0.208
H -3.153 -2.201 -3.308
H -1.434 -1.374 -4.227
H -3.711 -1.953 -0.719
H 0.333 -0.160 -2.729
H -2.127 -1.067 0.672
H 1.634 -2.763 0.755
H 1.521 -3.911 2.342
H 0.293 -1.497 1.765
H -2.089 2.211 -0.128
H -1.828 1.092 1.215
H -1.535 2.742 1.457
H 2.116 2.460 1.143
H 0.860 2.019 2.513
H 0.667 3.543 1.326
H 1.055 2.137 -1.333
H -0.600 2.466 -1.587
H 0.562 3.473 -0.790
H 3.775 -4.214 1.888
H 3.553 -1.975 0.103
```

Calculated values
2S+1 = 1
orbital gap = 9.26 eV
LUMO energy = 0.777 eV

Which one sits at the bottom of the stability order? run one does.